## i
22
Properties=species:S:1:pos:R:3 method="wB97M-V/def2-TZVPD" smiles=CNC[C@H](CO)NC homo_ev=-8.95 multiplicity=1 lumo_ha=0.03718
H -0.61525 2.61407 2.42273
H -0.59482 -2.60793 -0.26289
O -2.27644 -1.60660 -0.77846
C 1.40843 -1.30814 -1.83103
H 0.57735 1.98214 -0.12970
H 1.13436 -2.35170 -1.97826
H -0.40814 3.83969 1.14061
H -1.02795 0.38266 1.65004
H -2.07054 -1.17001 -1.60774
N -0.24821 1.87291 0.45953
C -0.16950 0.50437 1.00623
C -0.07827 2.86581 1.50792
C -0.15070 -0.49965 -0.13066
C -1.10374 -1.70216 0.02512
N 1.23536 -0.84271 -0.46046
H 2.44161 -1.21872 -2.17774
H -0.56093 -0.00582 -1.01480
H 1.53379 -1.57476 0.16963
H 0.70961 0.39080 1.65365
H 0.96752 2.99951 1.81405
H 0.75576 -0.78010 -2.53029
H -1.45930 -1.78364 1.05253

## ii
22
Properties=species:S:1:pos:R:3 method="wB97M-V/def2-TZVPD" smiles=CNC[C@H](CO)NC homo_ev=-8.23 multiplicity=1 lumo_ha=0.02747
C 1.48744 0.02180 -2.05049
H -2.53763 -3.21574 0.23925
O 1.81714 2.02370 0.42179
C -1.12213 -0.18816 0.54986
H 0.62846 1.24714 2.17701
H -1.67283 0.46808 -0.08697
H -2.24983 -2.74449 1.73107
C -2.33677 -2.26256 0.67785
H 1.54135 -1.03108 -2.13785
H -1.39842 0.06008 1.54057
H 1.03238 -0.52482 0.46762
H -0.17279 1.15022 -1.48495
C 0.31941 0.24375 0.26994
C 0.64790 1.53905 0.99720
H -0.16782 2.32414 0.83973
H -3.28619 -1.77025 0.39957
H 1.39296 0.39698 -3.11528
N -1.09027 -1.71154 0.41753
H 2.28858 0.68860 -1.62284
H -0.75727 -1.89497 -0.59696
H 2.52477 2.39429 1.11854
N 0.27915 0.30282 -1.20452

## iii
22
Properties=species:S:1:pos:R:3 method="wB97M-V/def2-TZVPD" smiles="C[C@H](N)C/C=C/N.O" homo_ev=-7.93 multiplicity=1 lumo_ha=0.03029
H 2.13940 -0.07302 0.34875
O 1.32347 0.04378 -3.05719
H -2.17535 0.39060 -3.49494
H -1.35382 -0.92311 -0.24281
C 0.40194 -0.00940 3.06488
C -0.28844 0.73446 0.68810
C -1.36594 0.64956 -1.61570
H -0.17337 -1.25766 1.50549
H 0.75792 -0.84361 3.66427
H 0.97389 0.87487 3.33592
H -2.57590 -0.82404 -2.23077
H -0.88385 1.28119 1.41810
H -0.65186 0.16054 3.35289
H 2.23684 -0.16662 -3.33487
C -0.92254 0.04771 -0.50414
H 2.04304 -1.49974 1.01611
H 0.54268 1.30010 0.25969
N 1.83698 -0.52519 1.20892
H 0.92964 -0.68877 -2.52928
H -1.09620 1.67212 -1.85525
C 0.42022 -0.34530 1.57658
N -2.11875 0.00153 -2.57473

## iv
22
Properties=species:S:1:pos:R:3 method="wB97M-V/def2-TZVPD" smiles=C[C@H](O)CNCCN homo_ev=-8.61 multiplicity=1 lumo_ha=0.03576
H 1.58298 -1.95871 -0.80887
H 3.28532 -1.37915 -0.77096
H -0.34863 -0.57728 0.60837
H -0.01151 -0.57320 -1.71796
H 2.96720 -1.90318 1.35522
H 1.52817 -0.86453 1.50586
H -2.46499 0.31348 1.82604
N 0.35668 0.23344 -1.21982
N 2.37910 -1.14692 1.05776
H 2.18475 1.02929 -0.56675
H -3.50598 -0.36401 -0.49256
H 2.23263 0.16056 -2.04261
O -2.55716 -0.47783 -0.64044
C -1.89530 0.67400 -0.17907
H -3.37520 1.74891 1.17034
C 1.80753 0.11493 -1.03192
H -2.04432 1.50443 -0.87987
H -1.63634 1.84249 1.62161
C 2.26878 -1.20602 -0.40889
C -0.41663 0.36642 -0.00970
C -2.42539 1.21702 1.17687
H 0.08830 1.24590 0.44736

Of them, ii has the lowest stability.

## i
22
Properties=species:S:1:pos:R:3 method="wB97M-V/def2-TZVPD" smiles=NCNCCCCO homo_ev=-8.67 multiplicity=1 lumo_ha=0.03058
C 0.82971 2.71752 -0.51351
O -1.97837 -2.03864 0.70330
H -0.75351 -0.93515 -0.83483
C 0.14173 0.52523 0.54954
H -0.68989 -2.61754 2.25619
H 0.93474 -2.74842 -0.08720
H 1.71864 1.51390 -1.84878
H -1.04301 2.18596 0.19232
N -0.25298 1.75247 -0.25472
N 1.49332 2.50042 -1.79046
H -0.76395 -3.67999 0.87830
H -2.70451 -2.60026 0.99763
H 1.20358 -1.85395 1.27864
H 0.87328 -0.70221 -1.17453
H 1.11266 0.78229 0.90286
C 0.18397 -0.68759 -0.32772
H -0.59714 0.48716 1.33567
H 0.32390 3.68542 -0.59797
C -0.77001 -2.64232 1.16540
H 1.44513 2.78104 0.38902
H 0.80058 2.72139 -2.49178
C 0.44824 -1.95771 0.49659

## ii
22
Properties=species:S:1:pos:R:3 method="wB97M-V/def2-TZVPD" homo_ev=-8.61 multiplicity=1 lumo_ha=0.03217
C 0.82915 0.55912 1.01562
C -1.97606 0.90767 0.74681
N 1.11117 -0.63225 1.83360
H 0.34795 -0.86917 -0.61129
C -1.19403 0.72198 -0.50582
H -1.92460 0.07325 -1.23450
H -3.04142 1.17921 0.57453
H -1.51945 1.63021 1.34453
H 3.20975 0.74302 -5.28397
C 0.24012 0.23822 -0.39589
C 0.36704 -1.70196 2.12057
O 2.86611 0.26926 -4.50808
H 1.81035 1.01112 0.93540
H -1.40346 -2.80281 1.64487
H -1.93418 -0.01459 1.32074
H -1.41996 -1.31375 1.11094
H 3.45542 0.49834 -3.76256
H 0.98423 0.74870 -1.26796
H -1.11634 1.73248 -1.00873
H 0.30027 1.37781 1.56625
H 0.84636 -2.34830 2.91624
N -0.83841 -2.00756 1.44872

## iii
22
Properties=species:S:1:pos:R:3 method="wB97M-V/def2-TZVPD" homo_ev=-9.05 multiplicity=1 lumo_ha=0.02802
C -1.63069 0.75882 -0.39567
H 2.51425 0.89824 -0.53424
C -0.20262 1.21923 0.03860
H -0.26473 1.83645 0.91391
C 3.20753 -1.02745 0.22779
H -2.46818 1.45039 -0.26003
H -1.31093 -1.21140 0.50295
O -3.31604 -1.04976 0.41196
C -2.03533 -0.40085 0.62932
H 2.37922 0.66771 1.26180
H 4.20107 -0.72538 0.20340
H -2.10722 0.15108 1.57334
H -2.28394 -0.63785 -1.97476
H 3.01592 -1.79928 0.97566
N -1.63512 0.17375 -1.81433
C 2.21597 0.20937 0.26257
N 0.81874 -0.25731 0.07745
H 3.22440 -1.65303 -0.71555
H 0.09448 0.30453 0.76715
H -0.65067 -0.28615 -1.87275
H -4.01241 -0.29227 0.48340
H 0.24633 1.67118 -0.76200

## iv
22
Properties=species:S:1:pos:R:3 method="wB97M-V/def2-TZVPD" homo_ev=-8.83 multiplicity=1 lumo_ha=0.02943
N 1.05637 -2.01042 0.49790
H -1.26083 -0.94927 0.80300
H -0.25597 1.58781 -2.49193
C -0.94308 0.60992 -0.65900
H -0.14893 -2.72061 -1.03136
H 1.91904 -1.07283 2.79826
C -0.88064 0.76191 -2.18594
H -1.86227 1.06002 -0.29214
C 0.14843 -1.75246 -0.63857
O -1.35728 3.60978 0.73093
C -1.04328 -0.88329 -0.26333
H 2.30128 -0.44487 -0.01564
H 0.77300 -1.24526 -1.36200
H -0.55605 -0.13903 -2.71466
H -1.52888 4.53621 0.93962
H -1.98962 -1.24908 -0.65538
H -2.17738 3.28890 0.34448
H -0.04070 1.00455 -0.20824
N 2.22032 -0.55311 1.98252
H 0.63521 -2.51662 1.25894
C 1.88693 -0.97354 0.84449
H -1.88121 0.89834 -2.61510

Of them, iii has the lowest stability.

## i
22
Properties=species:S:1:pos:R:3 method="wB97M-V/def2-TZVPD" homo_ev=-6.83 multiplicity=1 lumo_ha=0.03217
H 1.35115 0.59948 -0.11872
H 0.36509 1.22077 2.57784
C 1.62792 1.32254 0.80477
H -0.40511 0.81060 -2.20200
H -2.33115 1.02010 -0.27804
H 2.05981 2.20026 0.32383
C -0.77192 -0.32323 -0.22974
H 1.33446 -2.04390 -0.26984
H -0.11482 2.48340 1.37224
C -1.20821 -1.56230 0.53453
H -1.54767 -2.35983 -0.13302
H -2.50458 -0.21193 -1.35808
H -2.02545 -1.30523 1.21141
O 0.43540 0.30784 -2.20994
H -0.40635 0.56296 0.75218
H 2.03036 -1.42508 -1.65100
C 0.39318 -0.42607 -1.05877
H 2.38292 0.73206 1.32340
N 1.16276 -1.59473 -1.15871
C 0.40109 1.54454 1.54314
N -1.83340 0.41054 -0.91958
H -0.39545 -1.96280 1.14410

## ii
22
Properties=species:S:1:pos:R:3 method="wB97M-V/def2-TZVPD" homo_ev=-6.85 multiplicity=1 lumo_ha=-0.04955
N 1.49622 1.37517 1.30742
H 0.75395 2.01350 1.01462
H -1.36346 -0.49559 -3.00821
H -2.05497 -0.59653 0.21615
H -1.74736 -2.05571 -2.05508
C 1.21748 0.08153 0.50423
H 1.85773 0.04603 -0.41697
C -1.19865 0.15814 1.19372
O 4.25885 -0.71498 -0.50049
C -0.31012 0.23506 0.00509
C -2.63335 0.13819 0.99967
H 1.20358 1.23389 2.26872
H -3.20848 0.68140 0.25396
N -0.27880 -0.64219 -1.11687
H -0.33206 1.27389 -0.37666
H -3.43542 -0.19594 1.90284
H 5.16944 -0.48949 -0.73753
H 1.62106 -0.64230 1.24834
C -1.32059 -0.86711 -1.99709
H 3.79126 -0.12453 -1.13332
H -1.01806 0.30043 2.28325
H -2.46825 -0.71288 -1.85581

Of them, ii has the lowest stability.

## i
13
Properties=species:S:1:pos:R:3 method="wB97M-V/def2-TZVPD" total_charge=+1 homo_ev="-13.09 / -13.09" multiplicity=1 lumo_ha="-0.16681 / -0.16680"
C -1.11460 -0.60765 -1.67306
N 0.05173 -1.05679 0.93230
N -0.93185 -1.68942 -1.05972
N -0.73900 -1.78611 0.21611
H -1.59798 1.54825 -2.33510
H 0.03944 -1.23798 1.90044
H -1.25432 -0.77953 -2.72216
N 1.41454 0.92757 1.20289
H 2.14149 0.41030 1.68399
H 0.85489 1.35294 1.97858
S -1.27920 1.10913 -1.12557
N 0.61421 0.00419 0.39241
H 1.80064 1.80509 0.60889

## ii
13
Properties=species:S:1:pos:R:3 method="wB97M-V/def2-TZVPD" total_charge=+1 homo_ev=-13.40 multiplicity=1 lumo_ha=-0.16867
H 2.65691 -0.53301 0.09893
N -2.42615 1.66051 0.31590
N 0.65166 -1.55570 0.74492
N -0.18055 0.48290 -0.09413
H -3.28359 2.02892 0.54613
H -1.85339 2.40447 0.07366
H 1.20394 -2.28054 0.45221
H -0.06843 -1.87995 1.27267
N 0.62702 -0.39103 0.05856
N 1.90523 -0.21026 -0.54893
S -2.84291 -0.99619 -0.23202
H 1.93229 0.81063 -0.81640
C -2.28209 0.40415 0.07372

Of them, i has the lowest stability.